Record 1
18
Properties=species:S:1:pos:R:3:lowdin_charge:R:1 method="wB97M-V/def2-TZVPD" orbital_gap_ev=7.045 de_lowest_kcal_mol=97.0 total_charge=+1 e_homo_ev=-11.395
Cl 1.162 1.501 -0.769 0.64
O -0.857 1.925 1.320 0.02
N -1.957 1.185 0.814 0.09
N 4.098 -0.813 0.586 0.07
C -3.115 -0.245 -0.741 0.02
C 2.144 0.112 -0.318 -0.51
C 3.399 0.287 0.163 -0.26
C -1.919 0.428 -0.219 -0.07
H 4.927 -0.477 1.092 0.12
H 1.621 -0.691 -0.738 0.03
H -2.891 1.225 1.180 0.18
H -0.251 2.339 0.686 0.03
H -3.932 -0.026 -0.095 0.09
H -2.858 -1.316 -0.436 0.16
H -3.123 0.066 -1.725 0.09
H 3.533 1.331 0.390 0.11
H 3.971 -1.702 0.128 0.11
H -1.011 0.344 -0.826 0.10

Record 2
62
Properties=species:S:1:pos:R:3:lowdin_charge:R:1 method="wB97M-V/def2-TZVPD" orbital_gap_ev="6.718 / 6.638" s_squared=6.022 multiplicity=5 de_lowest_kcal_mol=0.0 total_charge=+1 e_homo_ev="-9.749 / -9.838"
Br -3.285 -0.938 -0.415 0.98
Cr -0.830 -0.173 -0.886 0.65
O 4.363 2.854 -1.819 0.03
O -0.320 1.902 -0.527 -0.20
N 1.142 0.199 -0.432 0.02
N -0.950 0.070 1.190 -0.10
N 3.850 1.299 0.516 -0.14
N 0.101 0.880 1.554 0.03
C -4.137 -2.075 6.449 -0.06
C -2.900 -2.046 5.820 -0.06
C 3.938 1.542 -1.890 -0.23
C 3.459 0.929 -0.716 -0.09
C 2.324 0.007 -0.934 -0.23
C 4.220 0.930 -3.113 0.00
C -5.301 -1.988 5.697 -0.06
C 3.377 -1.361 -2.789 -0.08
C 4.070 -0.380 -3.505 -0.08
C -0.630 -1.268 -3.133 -0.14
C -1.377 1.010 -3.589 -0.26
C -1.075 2.476 -3.651 -0.02
C -3.981 -1.607 2.228 -0.07
C -3.048 -0.995 1.493 -0.54
C 5.130 1.968 0.748 -0.01
C -1.911 -1.755 -3.418 -0.12
C -2.904 -0.867 -3.786 -0.10
C -1.902 -0.232 1.979 -0.14
C 3.359 0.642 1.723 -0.03
C 0.651 1.423 0.246 -0.54
C -3.985 -1.785 3.682 -0.22
C 2.587 -1.182 -1.687 -0.03
C -0.362 0.099 -3.239 -0.11
C -2.821 -1.906 4.444 -0.04
C -2.640 0.502 -3.855 -0.03
C -5.225 -1.856 4.321 -0.03
H -1.995 -2.151 6.402 0.11
H -3.433 1.183 -4.139 0.12
H -4.854 -1.995 1.714 0.11
H 3.396 -2.366 -3.195 0.11
H 0.177 -1.957 -2.917 0.10
H 4.522 -0.666 -4.445 0.11
H -0.830 2.835 -2.649 0.07
H 3.273 1.381 2.520 0.10
H 2.394 0.177 1.573 0.06
H -1.927 0.119 3.008 0.14
H 4.722 1.601 -3.802 0.13
H -4.194 -2.185 7.524 0.11
H -0.231 1.649 2.131 0.14
H -6.267 -2.030 6.182 0.11
H 5.541 2.375 -0.167 0.09
H -1.920 3.040 -4.042 0.09
H 0.649 0.465 -3.099 0.12
H -1.850 -1.946 3.967 0.11
H -3.894 -1.232 -4.026 0.12
H 2.015 -2.036 -1.338 0.11
H 1.446 2.129 0.527 0.14
H 4.991 2.770 1.473 0.10
H -6.133 -1.793 3.734 0.12
H 4.083 -0.118 2.031 0.11
H 5.832 1.242 1.165 0.10
H 3.822 3.340 -1.186 0.12
H -0.211 2.663 -4.291 0.09
H -2.113 -2.816 -3.359 0.12

Record 3
19
Properties=species:S:1:pos:R:3:lowdin_charge:R:1 method="wB97M-V/def2-TZVPD" orbital_gap_ev="8.517 / 7.994" de_lowest_kcal_mol=151.3 total_charge=0 e_homo_ev="-7.402 / -7.031"
N 0.504 -1.622 1.323 -0.02
N 0.881 -0.393 1.016 -0.09
C -1.502 -1.102 -0.618 -0.08
C 1.561 1.089 -0.742 -0.08
C -1.633 0.085 -0.084 -0.11
C -1.864 1.494 0.283 -0.12
C 1.495 -0.361 -0.267 -0.35
H -0.709 -1.764 -0.157 0.03
H -1.819 1.723 1.372 0.08
H -2.749 1.995 -0.009 0.04
H 0.901 -0.945 -1.017 0.09
H -2.121 -1.526 -1.426 0.06
H 0.564 1.174 -1.218 0.06
H 0.011 -1.478 2.177 0.11
H 1.515 1.770 0.032 0.05
H 2.523 -0.959 -0.182 0.14
H 1.075 -2.347 1.136 0.06
H 2.321 1.133 -1.430 0.04
H -0.953 2.035 -0.188 0.09